## w
{
  "formula": "C7H14N2",
  "method": "ωB97M-V with the def2-TZVPD basis set",
  "e_lumo_ha": 0.03575,
  "gap_ha": 0.3659,
  "charge": 0,
  "smiles": "[H]/N=C/N1CC1(CC)CC",
  "elements": ["C", "H", "H", "C", "H", "H", "H", "H", "N", "H", "C", "H", "H", "C", "C", "H", "N", "C", "H", "C", "H", "H", "H"],
  "coordinates": [[-0.3158, -0.4400, 1.4310], [-3.8388, 0.0569, -0.9709], [1.7546, -2.4057, 0.5892], [-0.1156, 1.3938, -0.2828], [1.8630, 2.1963, -0.7922], [-0.4839, 1.4812, -1.3088], [-3.0422, -0.4949, 1.0773], [1.2682, -0.3978, -1.6732], [-2.8486, -0.1137, -1.0339], [2.1605, -0.1499, -0.1759], [1.2554, -0.7112, -0.5803], [0.6527, 3.3669, -0.0041], [0.2392, -1.2311, 1.9896], [1.4319, -2.2039, -0.4236], [-2.4366, -0.4873, 0.1332], [0.4917, -2.7872, -0.5642], [-1.1160, -0.8762, 0.3594], [1.0458, 2.2962, -0.0227], [-0.7306, 0.3556, 2.0556], [0.0725, -0.0433, 0.0354], [-0.9990, 1.7327, 0.3394], [1.5300, 2.0667, 0.9673], [2.1615, -2.6041, -1.1445]]
}

=====

## x
{
  "formula": "C7H14N2",
  "method": "ωB97M-V with the def2-TZVPD basis set",
  "e_lumo_ha": 0.03378,
  "gap_ha": 0.3467,
  "charge": 0,
  "smiles": "Cc1c[nH]cn1.CCC",
  "elements": ["H", "H", "H", "H", "N", "C", "H", "C", "H", "H", "C", "H", "H", "N", "C", "C", "H", "H", "H", "H", "H", "C", "C"],
  "coordinates": [[-0.2191, -1.4233, 1.9240], [-2.0670, 0.7852, -1.1224], [-4.5477, 1.8481, 0.2372], [-4.3070, 0.3551, -0.7779], [1.2781, -1.5535, -0.5718], [-2.6701, 2.8514, -1.0919], [-3.7341, 0.4224, 0.9558], [-3.8527, 0.9977, 0.0400], [-2.6570, 3.8082, -0.4341], [0.8807, -2.3531, 2.5352], [2.2822, -0.8516, -1.2318], [-1.5446, 1.5971, 0.2239], [-1.9280, 3.0828, -1.9014], [2.9804, -0.0755, -0.2163], [2.3607, -0.4043, 1.0544], [1.4164, -1.3902, 0.7973], [-0.0667, -3.0070, 1.2255], [2.5817, -1.0071, -2.2561], [-3.6162, 2.9539, -1.6233], [2.6658, -0.0730, 2.0970], [3.6560, 0.5685, -0.1408], [-2.4612, 1.5486, -0.4274], [0.4404, -2.1107, 1.6217]]
}

=====

## y
{
  "formula": "C7H14N2",
  "method": "ωB97M-V with the def2-TZVPD basis set",
  "e_lumo_ha": 0.00992,
  "gap_ha": 0.3156,
  "charge": 0,
  "elements": ["H", "N", "C", "H", "H", "C", "C", "H", "H", "H", "C", "N", "H", "H", "H", "C", "H", "C", "C", "H", "H", "H", "H"],
  "coordinates": [[-1.7560, -1.4052, 1.8148], [-0.4602, 1.1361, 0.1770], [1.4913, 0.1950, 0.9335], [1.2548, 0.7922, 1.9180], [-0.4156, -0.7065, 2.8566], [0.1421, -0.3462, 0.5959], [-0.4380, -1.0679, 1.7562], [0.2631, -2.1172, 1.6541], [1.3507, -1.1388, -1.2485], [-1.6295, 1.1166, -1.7429], [1.8427, 1.1611, -0.3817], [-0.6907, -1.3333, -1.6006], [1.6390, 2.1268, 0.0623], [0.3921, 1.6100, -1.8443], [-1.4659, -1.1293, -1.1125], [-1.8323, 1.0895, -0.1911], [-0.7740, -2.0164, -2.5967], [0.3639, -0.6525, -1.0562], [0.5383, 0.8506, -0.9738], [2.2114, -0.7464, 0.8363], [-2.4122, 2.1558, 0.7381], [-2.4630, -0.4982, 0.3595], [2.8480, 0.9242, -0.9539]]
}

=====

## z
{
  "formula": "C7H14N2",
  "method": "ωB97M-V with the def2-TZVPD basis set",
  "e_lumo_ha": 0.03162,
  "gap_ha": 0.3475,
  "charge": 0,
  "smiles": "Cc1c[nH]cn1.CCC",
  "elements": ["C", "H", "N", "H", "H", "C", "H", "H", "H", "C", "C", "H", "C", "C", "H", "H", "H", "H", "H", "N", "H", "H", "C"],
  "coordinates": [[0.2881, -1.4919, -1.0294], [-2.6439, 1.9889, -0.9314], [1.8068, -0.3465, 0.1523], [-0.4323, -2.2066, -1.3831], [-0.9286, 2.2813, -0.9550], [-1.8409, 2.5230, -0.4021], [1.7676, 1.3619, -1.1132], [-2.6499, 0.2366, 1.8156], [-0.8873, 0.2985, 1.8461], [-1.7741, 0.5746, 1.2613], [1.0800, -1.5146, 0.0799], [-2.0228, 3.5951, -0.5017], [1.2322, -2.5923, 1.0923], [1.4505, 0.3555, -0.8866], [0.2811, -2.8711, 1.5369], [-2.7007, 2.5046, 1.5508], [-1.6927, 0.0152, 0.3284], [1.8700, -2.2109, 1.8913], [-0.9560, 2.5809, 1.5509], [0.5144, -0.2869, -1.6452], [1.6610, -3.5276, 0.7123], [0.1626, 0.0906, -2.5082], [-1.8115, 2.1058, 1.0625]]
}

=====

Relative stability in hartree, measured from the most stable structure: w 0.0554; x 0.0745; y 0.4632; z 0.0000

=====

## w
{
  "formula": "C7H14N2",
  "method": "ωB97M-V with the def2-TZVPD basis set",
  "e_lumo_ha": 0.03174,
  "gap_ha": 0.3426,
  "charge": 0,
  "smiles": "Cc1c[nH]cn1.CCC",
  "elements": ["H", "H", "H", "C", "H", "H", "H", "H", "C", "H", "H", "C", "C", "H", "N", "H", "H", "C", "H", "C", "H", "N", "C"],
  "coordinates": [[1.7243, 0.9654, 0.7622], [2.4482, -1.2723, -0.1325], [1.2371, 0.1060, 2.2554], [-2.0998, -0.5635, -1.6599], [-2.0214, -1.2243, 0.3584], [-0.6275, 3.4200, -0.5726], [1.2480, -2.2629, 2.3971], [-0.5181, 3.1794, -2.1548], [-1.5222, 1.4341, -1.2107], [-0.6410, 0.9519, 0.7821], [-2.2561, -1.4830, -2.1887], [-1.1885, 2.8573, -1.3302], [-1.3329, 0.7340, -0.0111], [0.5917, -3.0390, 0.9367], [-1.7747, -0.5364, -0.3436], [2.1946, -3.1673, 1.2145], [-2.0697, 3.4738, -1.5053], [1.8785, 0.0566, 1.3631], [0.8559, -0.8961, -0.3137], [1.5416, -1.1484, 0.4912], [2.8899, 0.1948, 1.7208], [-1.9625, 0.6341, -2.1916], [1.4045, -2.4144, 1.3332]]
}

=====

## x
{
  "formula": "C7H14N2",
  "method": "ωB97M-V with the def2-TZVPD basis set",
  "e_lumo_ha": 0.03366,
  "gap_ha": 0.3459,
  "charge": 0,
  "smiles": "Cc1c[nH]cn1.CCC",
  "elements": ["C", "C", "H", "C", "H", "H", "C", "H", "H", "C", "H", "C", "H", "H", "H", "N", "N", "H", "H", "C", "H", "H", "H"],
  "coordinates": [[1.8906, 1.8517, 1.8464], [-0.2570, -0.1128, -1.8006], [0.9087, 1.4901, -0.1010], [-2.7493, -0.8982, -1.5374], [-0.4228, 0.4427, -2.7658], [3.4808, 0.4566, -0.1163], [2.5559, -0.0343, 0.4023], [2.2263, -0.8663, -0.1487], [2.7280, 1.4542, 2.5191], [-1.4565, -0.6351, -1.0744], [1.0368, 2.1953, 2.4390], [1.3756, 0.9123, 0.7186], [2.4364, 2.8099, 1.5081], [0.4965, -0.9958, -1.9937], [0.6262, 0.2089, 1.0731], [-1.4177, -1.0334, 0.3140], [-3.5528, -1.3902, -0.5135], [0.4000, 0.3506, -1.1871], [-4.3800, -1.8916, -0.6810], [-2.6900, -1.3993, 0.5866], [-2.9354, -1.7416, 1.6524], [2.7395, -0.6222, 1.3298], [-3.0397, -0.5517, -2.4698]]
}

=====

Relative stability in hartree, measured from the most stable structure: w 0.0000; x 0.0291

=====

## w
{
  "formula": "C6H15N3",
  "method": "ωB97M-V with the def2-TZVPD basis set",
  "e_lumo_ha": 0.03433,
  "gap_ha": 0.3024,
  "charge": 0,
  "smiles": "CCN(C)C/C(N)=N\\C",
  "elements": ["H", "H", "C", "C", "H", "C", "H", "H", "H", "H", "C", "H", "C", "H", "H", "H", "N", "N", "H", "H", "H", "N", "C", "H"],
  "coordinates": [[0.1209, 0.6650, -1.4516], [3.4446, -0.9448, 0.1465], [0.3760, -0.2711, -0.9559], [1.4302, 2.1707, 0.5179], [2.6642, -1.4563, -1.2564], [-2.6521, 0.2576, -0.6191], [-0.9171, -2.5242, -0.0143], [-1.3450, 1.4835, 0.5995], [-0.9681, -1.9310, 1.6693], [-2.2826, 0.6764, -1.5534], [-1.6166, 0.4366, 0.4830], [0.5206, 2.3213, 1.1053], [-0.4186, -1.8885, 0.7287], [0.5793, -2.2682, 0.9513], [0.3808, -1.1266, -1.6437], [1.2027, 2.4937, -0.5075], [1.9127, 0.8364, 0.7061], [-0.3228, -0.5122, 0.2974], [-2.0250, 0.0617, 1.4230], [-2.8743, -0.7980, -0.7692], [-3.5842, 0.7560, -0.3514], [2.5618, -1.1470, -0.3014], [1.6101, -0.1430, -0.0963], [2.2025, 2.8518, 0.8923]]
}

=====

## x
{
  "formula": "C6H15N3",
  "method": "ωB97M-V with the def2-TZVPD basis set",
  "e_lumo_ha": 0.03260,
  "gap_ha": 0.3032,
  "charge": 0,
  "smiles": "C=C(C)N(C)C.[H]/N=C\\N",
  "elements": ["H", "H", "C", "N", "H", "C", "H", "C", "H", "H", "H", "H", "C", "N", "H", "H", "H", "C", "N", "H", "H", "H", "C", "H"],
  "coordinates": [[-1.3702, 1.5872, 1.1936], [2.6364, -0.7653, -0.7995], [-1.2069, 0.5869, 1.6088], [-0.5725, -0.2470, 0.6008], [-0.3495, -2.2948, 1.1205], [0.9443, 0.1261, 0.2347], [1.3175, 1.7429, 1.6055], [1.6446, -1.0463, -0.4355], [1.7596, -1.8925, 0.2422], [0.2384, 2.2563, -0.8061], [-0.5897, 0.6994, 2.5081], [-1.1053, -1.9708, -0.4587], [1.7141, 0.8970, 1.0583], [-1.3486, -0.0339, -2.4582], [0.9742, 1.0306, -1.8684], [-2.1812, 0.2012, 1.9218], [-0.5053, -0.5601, -2.6863], [-1.1086, 0.8737, -1.5888], [0.2158, 1.3562, -1.2764], [-2.0149, -1.7426, 1.0420], [1.0785, -1.3905, -1.3028], [-1.9044, 1.5350, -1.2370], [-1.0303, -1.6278, 0.5776], [2.7641, 0.6788, 1.2039]]
}

=====

## y
{
  "formula": "C6H15N3",
  "method": "ωB97M-V with the def2-TZVPD basis set",
  "e_lumo_ha": 0.03416,
  "gap_ha": 0.2889,
  "charge": 0,
  "smiles": "N=C=CN.C=CN.CC",
  "elements": ["H", "C", "H", "H", "H", "N", "H", "C", "H", "H", "H", "H", "H", "H", "H", "H", "N", "C", "H", "C", "N", "C", "C", "H"],
  "coordinates": [[1.6582, -1.1537, -0.3083], [0.4847, -2.5453, 0.8085], [-0.6284, 0.7284, -1.7770], [-2.9900, 0.2751, 0.1192], [-1.6250, -0.6124, 2.3547], [0.7688, 2.5033, -0.2806], [-0.1439, 2.8568, -0.0416], [-1.2200, 0.1163, -1.0992], [-0.6349, -0.4134, -0.3076], [2.5359, 0.7298, -1.2171], [-1.9185, 1.6594, 0.2599], [2.0469, -2.9372, -0.3677], [0.3728, -3.5868, 1.1002], [0.6970, 1.0706, 1.2175], [2.8528, 0.0945, 0.4656], [-1.6473, -0.6839, -1.7031], [1.3010, -2.2577, -0.2705], [1.1769, 1.3303, 0.2820], [1.0535, 2.6720, -1.2340], [-2.3256, 0.9312, -0.4431], [-0.7438, -1.1169, 2.4401], [2.1495, 0.5279, -0.2268], [-0.2947, -1.6460, 1.4147], [-2.9259, 1.4578, -1.1857]]
}

=====

Relative stability in hartree, measured from the most stable structure: w 0.0000; x 0.0417; y 0.0389

=====

## w
{
  "formula": "C3H11NOP",
  "method": "ωB97M-V with the def2-TZVPD basis set",
  "e_lumo_ha": -0.12493,
  "gap_ha": 0.4035,
  "charge": 1,
  "smiles": "CC[NH2+][C@H](O)P",
  "elements": ["H", "H", "H", "C", "H", "C", "H", "H", "H", "H", "H", "N", "P", "C", "H", "O", "H"],
  "coordinates": [[-1.1621, -1.5684, 1.6582], [0.8501, -0.5063, -1.7301], [-2.7471, -1.2377, 0.3461], [-0.5924, -0.9706, -0.6757], [0.2614, 0.3672, 1.9213], [1.0340, 1.0405, 1.3250], [1.2405, 2.0061, 1.6070], [0.0182, 1.5657, -0.3990], [-0.4140, -2.0392, -0.7922], [1.6372, 1.5214, -0.8243], [1.3695, -0.9316, -0.3811], [0.7345, -0.3508, -0.7586], [-1.6477, -0.5529, 0.8363], [0.8768, 1.0194, -0.2363], [2.0968, 0.5326, 1.3871], [-1.3904, -0.1214, -1.8291], [-2.1652, 0.2259, -1.4547]]
}

=====

## x
{
  "formula": "C3H11NOP",
  "method": "ωB97M-V with the def2-TZVPD basis set",
  "e_lumo_ha": -0.12598,
  "gap_ha": 0.3938,
  "charge": 1,
  "smiles": "CC[NH2+][C@H](O)P",
  "elements": ["C", "H", "P", "H", "O", "H", "H", "H", "H", "C", "H", "H", "N", "H", "H", "C", "H"],
  "coordinates": [[-1.9926, 1.0152, 0.1030], [-2.8526, 1.2030, 0.8740], [1.6684, 1.2762, 0.2018], [2.2267, 1.8596, -1.0163], [1.6299, -1.5354, 0.5089], [-1.9108, -1.3081, 0.5392], [2.3926, -1.1411, 1.0614], [-1.1873, 1.8165, 0.0207], [2.9075, 0.6719, 0.7203], [-1.3570, -0.3710, 0.5222], [-0.2310, -1.7875, -0.5001], [1.7344, -0.7663, -1.2952], [-0.3577, -0.7725, -0.5241], [-0.7833, -0.1236, 1.4292], [-2.3964, 0.8683, -0.8222], [1.1385, -0.4494, -0.3751], [-0.6294, -0.4560, -1.4478]]
}

=====

Relative stability in hartree, measured from the most stable structure: w 0.0300; x 0.0000